(1)
The following is a quantum chemistry calculation of C5H4F8HgO as an isolated structure, from the OMol25 dataset.

Structure (XYZ):
```
19
Properties=species:S:1:pos:R:3:lowdin_spin:R:1
Hg -3.0031 -0.0353 0.1130 0.469
F -2.1300 1.0808 2.9417 0.061
C -2.8263 -0.0073 2.5188 0.323
F -2.1610 -1.1214 2.9368 0.058
H -3.8306 0.0049 2.9469 0.016
C 0.5874 -1.1456 -1.6133 0.002
C 0.5599 0.0198 -0.6028 0.003
O -0.5927 0.1485 0.0503 0.057
C 1.7082 -0.2280 0.4130 0.002
F 2.9357 -0.3567 -0.1549 0.000
F 1.4935 -1.3759 1.0815 0.001
F 1.8210 0.7388 1.3329 0.001
C 0.8705 1.3196 -1.3964 0.000
F -0.0888 1.5392 -2.3171 0.004
F 0.9166 2.4152 -0.6257 0.001
F 2.0409 1.2917 -2.0861 0.000
H 0.3685 -2.0601 -1.0658 0.000
H 1.5385 -1.2522 -2.1365 0.000
H -0.2081 -0.9760 -2.3364 0.002
```

- gap between HOMO and LUMO (alpha / beta) (eV) = 7.16 / 7.29
- highest occupied orbital energy (alpha / beta) (Eh) = -0.1274 / -0.1723
- net charge = -1
- relative energy (zero: lowest compared OMol25 entry of this formula, charge and spin) (kcal/mol) = 4.4
- multiplicity = 2
- energy (eV) = -33212.8987

***

(2)
The following is a quantum chemistry calculation of C5H6ClIN2 as an isolated structure, from the OMol25 dataset.

Structure (XYZ):
```
15
Properties=species:S:1:pos:R:3:lowdin_charge:R:1
C -1.3173 1.1901 1.6152 -0.093
C -1.1840 1.5694 0.2871 -0.203
C -0.3145 0.2530 1.7638 -0.138
C 1.0781 -1.5651 -1.0985 -0.216
C 1.6007 -0.9352 0.1259 -1.299
N -0.1869 0.9775 -0.3452 0.031
N 0.2588 0.0832 0.5449 -0.206
Cl 1.8363 -1.9692 1.4068 0.706
I 3.1897 0.5042 -0.1190 0.825
H -2.1735 1.4710 2.1870 0.086
H -1.8874 2.3354 -0.1858 0.125
H -0.0217 -0.2932 2.6816 0.104
H 0.1053 -2.0878 -0.8845 0.109
H 1.9597 -2.1895 -1.3731 0.082
H 0.9873 -0.8579 -1.9638 0.086
```

- gap between HOMO and LUMO (eV) = 9.14
- highest occupied orbital energy (Eh) = -0.3377
- relative energy (zero: lowest compared OMol25 entry of this formula, charge and spin) (kcal/mol) = 5.0
- energy (eV) = -28883.5832

***

(3)
The following is a quantum chemistry calculation of C5H7DyO4 as an isolated structure, from the OMol25 dataset.

Structure (XYZ):
```
17
Properties=species:S:1:pos:R:3:lowdin_spin:R:1
H 0.9293 2.9204 -0.4799 0.001
Dy -2.2343 1.3393 -0.8658 5.856
O -0.9128 2.5416 0.3438 0.053
O 1.0850 1.6334 1.0856 0.002
C 1.1174 0.2163 1.0383 -0.001
C 1.0770 -0.0786 -0.4524 -0.001
O 0.1563 0.9986 -0.8984 0.065
C 0.3209 2.1508 0.0271 0.015
H 2.0389 -0.1263 1.5216 -0.001
H 0.2395 -0.2078 1.5510 0.000
H 0.5960 -1.0275 -0.7091 -0.001
H 2.0420 0.1152 -0.9380 -0.001
H 3.4597 -2.9846 -1.0340 -0.018
O 2.4150 -4.4788 1.5212 -0.244
C 3.4332 -2.7732 0.0363 -0.543
C 2.9342 -3.7014 0.8342 -0.166
H 4.1086 -2.0307 0.4619 -0.017
```

- gap between HOMO and LUMO (alpha / beta) (eV) = 3.43 / 7.86
- highest occupied orbital energy (alpha / beta) (Eh) = -0.5773 / -0.6084
- net charge = +2
- relative energy (zero: lowest compared OMol25 entry of this formula, charge and spin) (kcal/mol) = 0.0
- multiplicity = 6
- energy (eV) = -37551.8495

***

(4)
The following is a quantum chemistry calculation of C5H7ClF2 in the gas phase, from the OMol25 dataset.

Structure (XYZ):
```
15
Properties=species:S:1:pos:R:3:lowdin_charge:R:1
C 0.4407 -1.6783 -1.0500 -0.027
C 0.9536 -0.3431 -0.5169 -0.228
C 0.3604 0.4267 0.4248 -0.092
C -0.8334 0.0762 1.2007 -0.596
F -1.0827 -1.2614 1.2639 -0.044
Cl -2.3366 0.7717 0.2718 0.505
C 2.2297 0.1113 -1.1629 -0.193
F 2.7453 1.2336 -0.5777 -0.031
H 1.1750 -2.4462 -0.8400 0.085
H -0.5076 -1.9450 -0.6280 0.062
H 0.3616 -1.6411 -2.1377 0.089
H 0.7430 1.4176 0.5806 0.112
H -0.9941 0.5924 2.1388 0.095
H 2.0602 0.2443 -2.2372 0.132
H 3.0152 -0.6466 -1.0479 0.132
```

- gap between HOMO and LUMO (eV) = 10.32
- SMILES = C/C(=C\[C@H](F)Cl)CF
- highest occupied orbital energy (Eh) = -0.3556
- relative energy (zero: lowest compared OMol25 entry of this formula, charge and spin) (kcal/mol) = 0.0
- energy (eV) = -23255.1324

***

(5)
The following is a quantum chemistry calculation of C9H26N4O11Zn as an isolated structure, from the OMol25 dataset.

Structure (XYZ):
```
51
Properties=species:S:1:pos:R:3:lowdin_charge:R:1
Zn 0.0690 0.7746 -0.0042 0.717
C 1.6179 0.6799 -1.9661 -0.808
O 1.8472 1.3461 -0.8820 -0.114
O 2.1669 0.8553 -3.0674 0.006
O 0.5254 -0.0628 -1.8093 -0.184
C -1.8958 3.0695 -1.1876 -0.592
O -1.0436 2.3504 -0.6439 0.007
N -1.7600 4.4203 -1.2675 0.179
N -2.8617 2.5172 -1.9415 0.185
H -0.9838 4.8739 -0.8244 0.115
H -2.4932 4.9306 -1.7155 0.097
H -2.8669 1.5165 -2.1013 0.076
H -3.6409 3.0536 -2.2722 0.103
C -2.6126 -0.8985 0.8668 -0.613
O -1.7235 -0.2211 0.3413 0.003
N -3.8331 -0.4332 1.2072 0.189
N -2.3850 -2.2220 1.1173 0.188
H -4.5232 -1.0434 1.6022 0.103
H -4.1624 0.4448 0.8526 0.114
H -3.2224 -2.7353 1.3499 0.100
H -1.6219 -2.8044 0.8367 0.107
C 4.7360 -1.3387 1.4045 -0.236
C 4.6792 -0.0095 0.6818 -0.221
O 3.5288 0.6714 1.1856 -0.108
O 4.6564 -1.2120 2.8389 -0.082
H 5.6812 -1.8705 1.2291 0.113
H 3.9542 -2.0165 1.0627 0.109
H 4.5050 -0.0633 -0.3971 0.128
H 5.5914 0.5832 0.8117 0.114
H 2.9397 0.8857 0.4338 0.029
H 5.5355 -0.9016 3.0791 0.079
C 0.7831 -0.6438 2.5686 -0.166
C 0.7607 0.8349 2.9091 -0.170
O -0.1169 1.5070 1.9957 -0.060
O 0.8904 -0.8808 1.1335 -0.085
H -0.0968 -1.2059 2.8992 0.115
H 1.6381 -1.1497 3.0253 0.127
H 1.7608 1.2722 2.8732 0.122
H 0.4548 0.9646 3.9498 0.131
H -0.7444 2.0234 2.5042 0.118
H 1.0829 -1.8202 1.0831 0.114
C -2.4631 -1.2442 -2.6143 -0.250
C -1.5080 -2.4053 -2.8509 -0.235
O -0.5997 -2.4990 -1.7708 -0.099
O -1.9352 0.0606 -2.6617 -0.107
H -2.9382 -1.3925 -1.6280 0.094
H -3.3007 -1.2635 -3.3223 0.117
H -0.9937 -2.2998 -3.8077 0.127
H -2.1281 -3.3013 -2.8889 0.113
H 0.0573 -1.7698 -1.8996 0.057
H -1.0070 0.0732 -2.3188 0.037
```

- gap between HOMO and LUMO (eV) = 7.01
- highest occupied orbital energy (Eh) = -0.2677
- energy (eV) = -86657.8960

***

(6)
The following is a quantum chemistry calculation of C29H45Br33F5IN2O5P3S as an isolated structure, from the OMol25 dataset.

Structure (XYZ):
```
124
Properties=species:S:1:pos:R:3:lowdin_charge:R:1
C -6.0927 -5.2049 -4.9194 -0.088
C -5.1169 -3.9488 -4.5855 -0.255
C -4.8011 -3.7671 -3.0295 -0.208
F -5.3804 -4.9935 -2.4969 -0.065
C -3.2759 -3.5264 -2.5770 -0.215
P -2.2954 -4.8252 -3.4972 0.742
O -1.0683 -5.4851 -2.9059 -0.310
O -3.2046 -6.2557 -3.8684 -0.151
O -1.7157 -4.3439 -5.0471 -0.132
C -2.8755 -2.1023 -3.2307 -0.316
O -3.1137 -1.8963 -4.6211 0.013
O -1.4630 -2.0919 -3.1224 -0.137
C -0.9437 -1.9808 -1.7505 -0.415
C -0.2313 -0.5665 -1.8391 -0.275
C 0.2970 -0.1369 -3.3192 -0.645
C 1.5758 -0.8812 -3.8572 -0.210
I 1.0222 1.9392 -2.9464 0.811
P 0.5499 -3.2007 -1.7298 0.796
N 1.9432 -2.6122 -1.2242 -0.293
C -2.1198 -2.2536 -0.6152 -0.344
C -2.6617 -0.8538 -0.1705 -0.166
C -3.6339 -0.3235 0.9118 -0.311
C -3.5651 -0.8496 2.4098 -0.086
F -5.0622 -0.2769 0.5800 -0.090
P -1.0921 -2.7653 0.9541 0.440
S 0.3552 -1.6133 1.4862 0.251
N -3.0976 -3.3722 -1.0572 -0.128
C -4.4283 -3.0633 -0.3780 0.002
C -2.8039 -4.7490 -0.5202 -0.172
C -3.2915 -5.2163 0.9252 -0.113
C -2.5190 -6.4412 1.5333 -0.130
F -3.0458 -6.9302 2.7667 0.018
C -1.3599 -7.0942 1.0698 -0.146
F -1.2372 -7.9062 -0.0398 0.116
F -0.1817 -6.9378 1.8367 0.062
H -6.3387 -5.0966 -6.0333 0.059
H -7.0814 -5.0631 -4.3755 0.093
H -5.6072 -6.2058 -4.7352 0.071
H -5.7123 -3.0558 -5.0071 0.010
H -4.2425 -4.0494 -5.2897 0.065
H -5.4974 -2.8925 -2.7674 0.166
H -3.2472 -6.3737 -4.8368 0.076
H -2.2644 -4.7353 -5.7542 0.076
H -3.4808 -1.2768 -2.7503 0.177
H -3.6086 -1.0572 -4.7577 0.137
H 0.6397 -0.4007 -1.1101 0.066
H -0.8875 0.3561 -1.6325 0.064
H -0.5348 0.0469 -4.0589 0.077
H 2.4357 -0.9676 -3.1289 0.054
H 1.9773 -0.2778 -4.7486 0.075
H 1.2621 -1.8878 -4.3152 0.072
H 0.7845 -3.5814 -3.1101 0.045
H 0.3117 -4.4288 -1.0562 0.003
H 2.2606 -3.2216 -0.4564 -0.018
H -1.7092 -0.3272 0.2407 0.101
H -2.8694 -0.1673 -1.0743 0.145
H -3.4416 0.8088 1.0332 0.132
H -3.9751 -1.8943 2.5782 0.071
H -4.1764 -0.1565 3.0865 0.105
H -2.4748 -0.8562 2.7683 0.044
H -0.5481 -4.0808 0.9017 -0.009
H -1.9340 -2.8403 2.1335 -0.056
H -4.3312 -2.7953 0.7145 0.102
H -5.1890 -3.8926 -0.3969 0.130
H -4.9436 -2.1653 -0.8697 0.130
H -1.7248 -5.0795 -0.5943 0.087
H -3.3748 -5.5304 -1.1482 0.154
H -3.3046 -4.4172 1.7345 0.101
H -4.3929 -5.5484 0.8665 0.140
C -1.6115 3.6495 1.9773 -1.581
Br -3.3871 4.3911 1.7375 0.570
Br -1.6309 2.0946 3.1368 0.597
Br -0.7522 3.2704 0.2818 0.516
H -1.0131 4.4097 2.4749 -0.019
C 5.0447 1.8464 -0.4352 -1.556
Br 3.9378 0.2525 -0.4434 0.536
Br 4.7730 2.9216 -2.0243 0.509
Br 4.8021 2.8961 1.1769 0.507
H 6.0802 1.5136 -0.4471 -0.018
C 4.4538 7.3319 1.5389 -1.581
Br 4.8788 6.1358 3.0036 0.502
Br 6.0410 7.8625 0.5614 0.570
Br 3.1011 6.5837 0.3675 0.546
H 4.0325 8.2338 1.9768 -0.023
C 0.4441 -2.9051 5.5452 -1.556
Br -0.7821 -4.0169 4.5288 0.574
Br 2.2500 -3.6019 5.4994 0.578
Br 0.3698 -1.0502 4.9847 0.511
H 0.1163 -2.9379 6.5816 -0.021
C 4.6024 0.2187 4.3676 -1.570
Br 5.0158 -0.9811 5.8329 0.561
Br 6.1936 0.7447 3.3948 0.553
Br 3.2523 -0.5146 3.1861 0.482
H 4.1838 1.1222 4.8051 -0.019
C 5.0770 7.4622 7.2565 -1.592
Br 3.2358 7.2364 6.6923 0.558
Br 6.1397 5.8810 6.8933 0.517
Br 5.8729 9.0584 6.4950 0.543
H 5.0649 7.5967 8.3362 -0.081
C -7.1617 -2.6414 -8.5151 -1.585
Br -7.6121 -1.0465 -9.5178 0.595
Br -5.7286 -2.3148 -7.2473 0.674
Br -8.7158 -3.4170 -7.6553 0.588
H -6.7932 -3.3742 -9.2294 -0.021
C 9.5457 7.1477 4.9748 -1.612
Br 8.3201 6.0201 3.9848 0.510
Br 11.3607 6.4699 4.9118 0.574
Br 9.4460 8.9966 4.4007 0.556
H 9.2313 7.1199 6.0162 -0.090
C -3.4351 7.6381 -0.9557 -1.627
Br -4.6636 6.5179 -1.9535 0.546
Br -1.6167 6.9739 -1.0515 0.536
Br -3.5527 9.4956 -1.4948 0.576
H -3.7367 7.5898 0.0881 -0.037
C 7.8326 4.7555 -4.3480 -1.620
Br 9.2766 3.4779 -4.1475 0.560
Br 7.2297 5.4339 -2.6353 0.516
Br 8.3021 6.1887 -5.5657 0.566
H 6.9952 4.2221 -4.7918 -0.032
C 7.8506 7.5714 10.5399 -1.581
Br 6.2436 8.6216 10.8130 0.595
Br 7.5334 5.6806 10.8247 0.570
Br 8.6467 7.9148 8.8064 0.562
H 8.5707 7.8901 11.2898 -0.025
```

- gap between HOMO and LUMO (eV) = 6.81
- highest occupied orbital energy (Eh) = -0.3866
- net charge = +1
- energy (eV) = -2415791.7636